A 7-piece molecular cluster, C21H42O21 overall at a distorted geometry, computed with ωB97M-V/def2-TZVPD.

Element x y z (Å)
C  -4.8618  -1.5875  -0.8724
O  -4.8853  -2.8568  -1.5626
C  -4.8757  -2.8801  -2.8730
O  -4.8663  -1.9390  -3.6120
O  -4.8657  -4.1684  -3.2325
C  -4.4410  -4.4352  -4.5641
H  -5.2651  -0.8048  -1.5074
H  -3.8132  -1.4116  -0.6403
H  -5.3844  -1.7841  0.0577
H  -5.1006  -3.9398  -5.2765
H  -4.4299  -5.5054  -4.7385
H  -3.4383  -4.0357  -4.7239
C  2.5464  0.0949  -1.7250
O  2.6206  -1.2309  -2.2518
C  3.7798  -1.8459  -2.2669
O  4.7509  -1.5741  -1.6159
O  3.6842  -2.8848  -3.1081
C  4.7971  -3.7492  -3.1523
H  3.5435  0.5291  -1.8065
H  2.2483  -0.0029  -0.6790
H  1.8249  0.7011  -2.2655
H  5.3660  -3.8623  -2.2320
H  5.5495  -3.3861  -3.8642
H  4.4919  -4.6910  -3.6014
C  -0.2629  -2.6617  0.7716
O  0.6777  -3.6552  1.2072
C  0.2448  -4.5377  2.0881
O  -0.6914  -4.3748  2.8265
O  0.9634  -5.6463  2.1294
C  2.1473  -5.8570  1.3076
H  0.1200  -2.4414  -0.2285
H  -0.2404  -1.8003  1.4292
H  -1.2475  -3.0416  0.4997
H  2.6961  -4.9181  1.3617
H  1.6912  -5.9984  0.3283
H  2.6646  -6.6526  1.8297
C  3.6268  7.5092  0.4700
O  3.1384  6.3659  -0.1984
C  1.9666  5.9438  0.2520
O  1.2004  6.5813  0.9076
O  1.8143  4.6632  -0.0644
C  0.5619  4.0962  0.2771
H  3.5285  7.5141  1.5594
H  3.2114  8.4589  0.1387
H  4.7112  7.5168  0.3584
H  -0.0232  4.6273  1.0181
H  0.7896  3.0882  0.6306
H  -0.0909  3.8478  -0.5637
C  -3.1543  -0.6813  3.1874
O  -3.1394  -0.3132  1.7998
C  -2.1510  0.4516  1.3922
O  -1.2717  0.9115  2.0661
O  -2.2590  0.6346  0.0730
C  -1.0609  1.0357  -0.5845
H  -3.0520  -1.7633  3.2478
H  -4.1207  -0.3998  3.5988
H  -2.3489  -0.2081  3.7410
H  -1.2898  1.9445  -1.1479
H  -0.8245  0.4075  -1.4495
H  -0.2324  1.0800  0.1120
C  4.8390  -3.6113  1.1831
O  3.7742  -2.6839  1.1174
C  3.4730  -1.8935  2.1289
O  3.9908  -1.8678  3.2038
O  2.4831  -1.1019  1.6932
C  2.0472  -0.0612  2.5524
H  5.8186  -3.2708  0.8417
H  4.5123  -4.3660  0.4710
H  4.9749  -3.9562  2.2089
H  1.2663  0.4581  1.9916
H  2.8422  0.6046  2.8742
H  1.4447  -0.4367  3.3851
C  -4.5754  3.2674  0.6220
O  -3.8664  3.5795  -0.5550
C  -3.0843  4.6451  -0.7550
O  -2.5569  4.8343  -1.8029
O  -2.9808  5.3581  0.3439
C  -2.0398  6.4375  0.3629
H  -5.6447  3.2369  0.4282
H  -4.2803  3.8779  1.4748
H  -4.2892  2.2518  0.9137
H  -2.0650  6.8882  1.3481
H  -2.3424  7.1401  -0.4145
H  -1.0099  6.1927  0.1244

As for the largest force on an atom: 0.0463 Eh/bohr. As for the LUMO energy: 0.5 eV. The multiplicity is 1. The calculation puts the highest occupied orbital energy at -10.6326 eV. As for the SMILES: COC(=O)OC.COC(=O)OC.COC(=O)OC.COC(=O)OC.COC(=O)OC.COC(=O)OC.COC(=O)OC. The energy above the lowest of the compared OMol25 structures with the same formula, charge and spin is 45.55 kcal/mol.